ORCA calculation (wB97M-V/def2-TZVPD) on a cluster of 8 separate species, C18H52N5O6 in total at a distorted geometry.

- expectation value of S² = 0.750
- E_LUMO (spin up / spin down) (eV) = 0.36 / 0.28
- calculated total energy (a.u.) = -1441.93357
- multiplicity = 2
- HOMO level (spin up / spin down) (eV) = -1.54 / -7.06
- max |F| (hartree/bohr) = 0.05208
- net charge = 0

Element x y z (Å)
H -2.24 -0.33 -1.58
H 2.77 1.78 3.61
H 0.32 -2.96 4.57
H 3.78 3.77 0.59
O 3.80 -0.23 0.11
N -1.50 -2.94 3.41
H 0.98 -0.61 -3.44
O 2.06 1.10 1.89
H 2.73 2.64 0.89
C 2.31 0.86 3.26
C -4.54 0.94 1.31
H -0.39 2.23 -3.77
O 0.91 2.93 -1.44
H -3.95 0.37 2.03
H 0.28 1.46 -0.28
O -1.79 -1.23 1.88
C -4.36 3.29 0.40
H 4.49 -1.49 -4.33
H 0.71 -0.44 4.02
H 1.79 1.01 -3.58
H 4.33 1.72 -0.38
O -0.05 -1.52 -1.00
H 3.37 -0.08 0.95
H -5.13 3.06 -0.35
H -3.62 4.00 0.03
H 0.04 4.25 -2.76
H -0.08 -0.06 -0.24
H -0.51 -4.53 4.10
C 1.67 0.10 -2.99
H -3.41 -2.22 3.70
H -5.02 3.66 1.19
H -4.72 0.30 0.45
H -1.06 -3.38 5.43
H 2.50 -1.65 -1.22
C -1.06 -2.05 2.46
H 0.04 -1.98 2.39
H 2.30 -2.70 -2.65
H -3.81 -3.58 -1.13
H 0.50 0.74 1.08
C -0.21 3.43 -2.08
H -2.27 -4.37 -0.67
H -3.23 -3.56 2.48
H 2.41 4.21 1.46
H 2.79 -1.31 -5.00
H 1.39 0.68 5.13
C -2.93 -3.16 3.45
H 2.73 1.19 -0.61
H 3.77 0.03 -4.85
C -0.76 -2.50 -1.23
C -0.61 -3.50 4.44
H -5.44 1.39 1.72
N -0.17 0.78 0.32
H -1.00 1.44 -2.31
C -3.63 2.08 0.89
C 3.76 0.87 -0.74
N 3.05 -0.59 -2.88
H -0.33 -3.50 -1.40
H 2.40 3.76 -0.21
H -2.83 -4.15 -2.45
H -0.88 3.88 -1.35
H -2.02 2.65 -3.01
H 0.24 1.31 3.92
C -2.78 -3.77 -1.42
H -3.27 -3.84 4.24
N 2.79 3.63 0.72
N -2.09 -2.46 -1.51
H 4.17 1.24 -2.91
H 5.01 -0.12 -2.25
H -3.66 -1.17 -2.18
H -3.34 -1.21 -0.42
O -2.42 2.07 1.04
C 1.04 0.59 4.10
C 4.05 0.39 -2.23
H 3.16 0.17 3.24
C 2.92 -1.94 -2.18
H -1.06 0.99 0.74
C 3.56 -0.91 -4.34
H 3.84 -2.49 -1.95
C -0.97 2.38 -2.87
C -2.88 -1.19 -1.41
H 1.26 0.39 -2.02

Here are the Löwdin charges for atoms 1 to 2, given in e: 0.07, 0.07

=====

ORCA calculation (wB97M-V/def2-TZVPD) on a cluster of 6 separate species, C18H52N8O6 in total at a distorted geometry.

- E_LUMO (eV) = 0.15
- calculated total energy (a.u.) = -1606.35428
- HOMO level (eV) = -9.24
- max |F| (hartree/bohr) = 0.09363
- net charge = 0

Element x y z (Å)
H 4.79 6.11 -3.61
H -0.75 -8.16 3.68
C 4.23 2.08 6.58
H -1.15 1.27 1.40
C -3.36 -5.41 3.82
H 4.09 2.43 5.56
C -2.78 -1.64 -5.13
H 4.87 3.47 -2.01
C -4.21 -3.26 -3.50
C -5.76 -2.43 -1.81
O 3.70 0.74 6.77
N 0.09 2.92 0.60
N -1.22 -8.07 0.37
H 2.19 -0.55 6.24
C -1.73 -7.90 1.72
H -4.97 -3.02 -4.24
C 1.29 1.45 6.60
H 1.78 2.40 6.40
C -0.53 2.17 -0.29
H -1.02 4.06 -7.26
H 5.01 2.40 -4.23
N -1.38 4.42 -6.39
H -2.08 5.10 -4.49
H -3.36 -0.94 -4.52
H -3.11 6.52 -5.03
O -0.56 2.42 -1.46
H -1.67 -5.74 1.80
H -3.36 -1.84 -6.03
H -1.57 -3.80 -5.47
C 4.57 5.44 -2.78
C -0.49 -8.20 2.63
N -1.26 1.31 0.39
H 3.60 7.63 -0.44
H 0.62 0.38 8.46
N -2.53 -3.97 -5.22
H -2.07 -2.81 -3.51
N 0.06 1.40 5.82
C 5.18 4.00 -2.91
N -2.48 5.74 -5.16
O 4.65 6.10 -1.52
H -0.56 -7.31 0.31
H -1.76 -1.35 -5.38
H 6.90 2.79 -2.98
H -6.05 -3.39 -1.37
H 0.09 -9.11 2.49
H 5.29 2.19 6.80
H -2.72 -4.54 3.68
H -2.43 -8.72 1.90
O -4.39 -2.35 -2.36
H -4.39 -5.29 3.49
C 6.67 3.85 -3.06
H 2.01 1.33 8.54
C -2.15 5.49 -6.37
H -0.97 4.00 -5.58
H 3.51 5.27 -2.97
H 0.31 -7.49 2.44
H 3.56 3.11 -3.80
H -0.53 0.66 6.17
H 3.90 7.76 -2.23
H 0.38 2.14 8.46
H -6.55 -2.08 -2.48
H -0.51 2.24 5.85
H -0.67 -8.92 0.41
H -5.67 -1.76 -0.96
O -2.61 6.11 -7.31
H 7.25 4.40 -2.31
O -2.82 -6.55 3.33
H 7.12 4.22 -3.98
N 4.53 3.27 -4.03
C -2.86 -2.91 -4.25
H 2.63 6.72 -1.59
H 0.53 3.81 0.40
H -2.48 -4.80 -4.65
H 2.67 0.66 5.05
H 3.80 2.76 7.33
C 1.02 1.33 8.10
H -0.07 2.58 1.54
H -3.49 -5.48 4.90
H -3.28 -6.33 1.43
C -2.39 -6.53 2.03
H -4.36 -4.32 -3.32
C 3.63 7.11 -1.40
H -1.85 0.72 -0.18
C 2.44 0.50 6.10

Here are the Löwdin charges for atoms 1 to 2, given in e: 0.12, 0.07

=====

ORCA calculation (wB97M-V/def2-TZVPD) on a cluster of 10 separate species, C18H54ClO13 in total at a distorted geometry.

- E_LUMO (eV) = 2.70
- calculated total energy (a.u.) = -2156.37573
- HOMO level (eV) = -7.11
- max |F| (hartree/bohr) = 0.03872
- net charge = -1

Element x y z (Å)
C -2.59 -12.47 -14.76
H -0.41 -5.38 -14.11
H 4.59 -8.38 -16.17
C -0.58 -9.53 -20.05
H 2.51 -7.54 -18.89
O -2.01 -11.51 -15.64
O -1.99 -6.29 -11.18
H -2.08 -11.38 -12.92
H 2.32 -8.60 -17.81
H -4.37 -7.65 -12.98
O 2.82 -8.41 -18.61
C 1.08 -5.54 -9.18
H -1.76 -13.16 -14.54
H 0.39 -9.18 -20.42
C -2.95 -11.77 -13.45
C 1.50 -5.95 -10.59
H -0.76 -3.67 -14.10
C -0.52 -4.48 -16.13
H -0.33 -12.20 -19.16
H -4.59 -12.48 -15.46
C -2.56 -7.46 -11.77
H 1.73 -5.00 -12.53
C -0.94 -4.60 -14.66
O 5.71 -6.16 -15.30
C 7.53 -7.51 -14.62
H 5.76 -9.50 -15.59
H 8.12 -8.39 -14.85
O 0.66 -6.97 -11.09
H -1.69 -7.98 -12.18
H -1.43 -4.29 -16.71
C 0.28 -11.45 -18.65
H 6.78 -7.37 -16.63
H 2.52 -6.35 -10.53
H -0.32 -6.43 -16.17
O 0.58 -10.59 -14.25
H -1.33 -10.99 -15.19
H 2.72 -12.06 -16.87
H -3.86 -9.09 -11.16
H -1.05 -6.47 -10.94
H -2.62 -8.79 -10.03
O 3.00 -6.22 -15.73
O 2.64 -12.43 -15.98
O 1.51 -8.53 -13.55
C 1.51 -4.73 -11.50
C 5.35 -8.50 -15.40
H 4.93 -8.53 -14.39
H -3.53 -12.41 -12.79
C -3.73 -13.17 -15.43
H -3.99 -7.60 -10.20
H 2.43 -6.80 -15.22
C 6.39 -7.38 -15.61
H 4.74 -6.17 -15.47
Cl 0.87 -9.23 -14.62
H -0.04 -2.38 -16.08
O -0.33 -8.55 -15.04
H 0.50 -11.76 -17.63
H -1.70 -10.87 -17.31
H 7.08 -7.60 -13.63
H -3.97 -6.05 -12.65
H -4.11 -13.98 -14.80
H -1.01 -10.18 -20.81
H 0.29 -4.79 -9.16
O 0.14 -5.66 -16.53
H 0.88 -3.26 -17.35
H -3.60 -10.93 -13.71
C -3.30 -8.27 -10.71
O -1.72 -10.31 -18.10
H -3.53 -13.52 -16.43
H 1.03 -7.45 -11.84
H 1.21 -11.47 -19.23
O 1.76 -9.27 -15.75
H 2.40 -5.76 -16.32
H 1.29 -3.49 -15.67
H -1.99 -4.84 -14.52
H 2.24 -11.71 -15.46
H -1.21 -8.64 -20.00
H 8.16 -6.62 -14.70
C -3.49 -7.01 -12.88
H 0.10 -9.39 -18.00
H 2.19 -3.95 -11.15
C 0.45 -3.30 -16.35
C -0.43 -10.10 -18.64
H -3.03 -6.87 -13.86
H 0.77 -6.44 -8.64
H 1.94 -5.18 -8.62
H 0.54 -4.22 -11.48

Here are the Löwdin charges for atoms 1 to 2, given in e: -0.49, 0.08